(1)
10
Properties=species:S:1:pos:R:3:forces:R:3:lowdin_charge:R:1 method="wB97M-V/def2-TZVPD" e_homo_ev="-17.4 / -16.5" de_lowest_kcal_mol=44.0 total_charge=+2
H -2.239708 1.542718 -0.041426 -2.0185 -0.7039 -0.2663 0.179
C -1.846854 -0.881614 0.660137 0.1118 0.8901 1.6417 0.010
O -1.602240 -0.022396 1.809687 0.1581 -0.2747 -1.9678 -0.120
O -1.936603 -1.736020 3.192839 0.4114 1.4130 -0.0360 -0.119
Li -2.725566 -2.547560 1.630798 -0.0240 -0.5505 0.0764 0.789
C -2.332823 -0.265324 -0.432266 0.3775 1.4362 -0.4622 -0.117
C -1.577351 -0.564483 3.021067 -0.4903 -1.1759 1.3562 -0.614
H -2.063661 -0.548903 -1.451768 -0.6796 -0.6364 0.1800 0.155
Lu -0.960230 0.943917 4.883399 -0.2195 -0.7306 -0.7069 1.788
O -3.009140 0.919383 -0.302887 2.3731 0.3327 0.1848 0.049



(2)
14
Properties=species:S:1:pos:R:3:forces:R:3:lowdin_charge:R:1 method="wB97M-V/def2-TZVPD" smiles="N[C@@H](CO)C(=O)O" e_homo_ev=-9.3 de_lowest_kcal_mol=26.2
C -0.159505 -0.290655 -0.276825 0.4293 -1.0056 0.3191 -0.330
C 1.030873 0.672012 -0.144686 -0.3251 0.2514 -0.2633 -0.204
H 1.531181 0.549477 -2.018297 0.0463 0.3105 0.1019 0.098
H 0.762533 1.499543 0.510769 0.1024 0.0403 0.0794 0.133
H -0.111491 -1.350846 2.738950 0.0835 -0.1125 -0.0916 0.134
O 1.340142 1.270752 -1.398609 0.0035 -0.4844 -0.1056 -0.063
O 0.298304 -1.185109 1.874168 -0.1047 0.1429 0.1982 0.111
H 0.257754 -1.254805 -0.643073 -0.0109 0.2617 -0.1128 0.155
O -1.827401 -0.628960 1.433384 -0.0180 0.0951 0.1252 0.119
C -0.679468 -0.693633 1.087852 0.0298 0.0600 -0.2060 -0.494
N -1.230603 0.138440 -1.111513 -0.1204 0.0055 -0.3431 0.070
H -2.103164 0.216625 -0.611728 0.0104 0.2413 -0.0187 0.074
H -0.998651 0.926892 -1.696004 -0.0972 0.1000 0.1909 0.077
H 1.889496 0.130266 0.255612 -0.0290 0.0937 0.1262 0.121



(3)
77
Properties=species:S:1:pos:R:3:forces:R:3:mulliken_spin:R:1 method="wB97M-V/def2-TZVPD" e_homo_ev="-10.3 / -10.4" spin_multiplicity=5 s2=6.005 de_lowest_kcal_mol=0.0 total_charge=+1
H 4.155542 -0.982281 4.727294 -0.3837 -0.0148 -0.2488 0.000
C 3.052477 -1.686231 2.349815 0.3942 0.7259 -0.8709 0.006
C -0.531754 -5.884247 -2.258568 -0.9465 -1.0222 0.2409 0.001
C -0.489460 -4.222227 3.873755 0.1281 0.1792 -0.5443 0.000
H -1.217408 3.059008 2.498521 0.1061 -0.2569 -0.4947 0.000
H -0.516198 -4.086808 4.932806 0.0064 0.1658 0.4303 0.000
H 1.163065 -3.032084 -2.810075 -0.4474 -0.2298 0.4290 0.000
N 0.448009 -3.673704 -0.963953 -0.5692 0.1514 0.1882 0.010
C -3.650162 4.600905 1.596490 -0.6475 -0.3426 -0.2055 0.000
C -0.993534 -5.495221 1.924382 -0.3087 -0.4264 -1.6587 0.000
C -0.251448 -4.631839 -0.279681 0.4451 0.8542 1.0005 -0.004
O 0.172295 -0.029485 -0.510677 -0.2235 0.4287 -0.1789 0.016
H 0.884500 2.693378 -3.211791 0.6067 0.1566 0.0897 0.000
C -0.376382 -4.486687 1.166933 -0.1488 -0.4959 -0.5608 -0.002
C 0.570783 -3.790863 -2.273271 0.8907 -0.0633 -0.1039 -0.001
N 0.088285 -3.367609 1.729838 0.5128 0.8011 -0.2115 0.001
C -0.935822 1.657840 -2.792097 -0.0408 0.2429 0.4857 0.000
H -4.369272 4.033169 1.007071 -0.0161 0.1783 -0.4767 0.000
Br 0.396746 0.552339 2.356026 -0.0833 0.0871 0.1372 0.000
S 3.404923 -1.918727 -1.496718 -0.0346 0.2737 0.1853 -0.010
H 0.352181 -5.056341 -4.003198 -0.0438 0.0851 -0.0334 0.000
H -0.445239 0.336726 -4.294513 -0.0148 -0.3338 -0.1738 0.000
H -1.895292 6.688367 2.004364 -0.2488 -0.0092 0.1547 0.000
C -0.142491 2.761737 -3.521916 -0.5060 -0.4525 0.7997 0.000
H -3.338926 5.290668 -1.086216 0.3511 0.3415 0.2811 0.000
H 3.798528 2.527857 -3.074685 0.2240 0.2165 -0.4562 0.000
H 3.468094 3.576197 -0.889631 -0.4596 -0.2221 0.0712 0.000
C 3.514606 -0.195703 -1.278872 -0.1152 0.9503 -1.1075 0.000
C -0.345871 0.309128 -3.208663 0.1991 0.2063 -0.7914 0.000
O 3.037307 -2.314084 3.462835 0.1935 -0.3462 0.9590 -0.002
H -2.988865 6.755636 -0.114396 -0.1687 -0.1559 0.0703 0.000
C -1.612505 -6.610024 1.220119 0.5294 0.0676 -0.2563 -0.001
O 4.083608 -0.906922 2.215110 -0.2527 0.3714 -0.2595 -0.002
H -1.551309 -6.088841 3.903428 0.3303 0.1728 -0.1330 0.000
C -0.797941 -5.740879 -0.876230 0.3347 -0.5710 -1.0567 -0.002
C -2.354851 4.900646 0.846145 -0.1511 0.6627 0.0075 0.000
C -1.678584 3.610435 0.466541 0.1855 -0.6547 -1.2293 -0.001
H 3.530469 -2.541993 5.364968 0.4438 0.1537 0.0333 0.000
C -0.456677 1.657184 1.039030 -0.4132 -0.4388 -0.9580 -0.001
C -1.543123 3.158494 -0.858260 -0.5939 1.0178 -0.0396 0.001
C 3.270176 1.696413 0.104051 -0.7871 -2.1187 0.2846 0.001
Pm 1.300212 -1.608888 0.309727 0.6340 -0.1130 -0.2259 4.002
H -1.953444 3.768140 -1.664676 0.0766 -0.0279 0.4186 0.000
C 4.015848 -2.044042 4.523808 -0.5958 -0.0493 0.5378 -0.001
H -3.558806 3.972172 2.474207 0.6177 -0.0012 0.3665 0.000
H -1.684804 5.927798 -0.886015 0.7687 0.1258 -0.6944 0.000
H -4.129098 5.515437 1.915214 -0.1612 0.3574 0.0523 0.000
C -2.386854 1.663307 -3.277334 0.1954 -0.2770 -0.7549 0.000
H 3.024528 2.013847 1.131957 0.3916 0.0590 -0.6910 0.000
N 3.694934 0.607015 -2.391847 0.0860 -0.6277 0.7417 0.000
H -2.963010 0.909755 -2.760910 -0.2321 -0.2437 0.2392 0.000
H -1.979798 -7.567039 -0.664792 0.3178 0.2506 0.2470 0.000
C -1.025988 -5.344587 3.298183 -0.4631 -0.1540 0.9129 -0.001
C 3.375390 2.495066 -0.981988 0.9708 1.4384 0.5052 -0.001
C 0.039246 -3.226870 3.032429 -0.5082 0.2583 1.2718 0.001
C -0.388521 1.167011 -0.308974 0.1633 -0.0254 1.7280 0.001
H -1.294397 5.169107 2.709613 0.0178 0.2083 0.1571 0.000
C 0.137533 -4.934453 -2.951859 0.0381 0.2574 -0.4171 -0.001
H -2.127863 -7.353385 1.810282 -0.0799 -0.0579 0.0193 0.000
H -0.915055 -6.791986 -2.732669 0.2545 0.3089 -0.0581 0.000
C -1.456129 5.719120 1.783426 0.6527 -0.0967 -0.0968 0.000
N 3.324548 0.310443 -0.050764 -0.0771 1.2711 0.4473 -0.005
H 0.318618 -2.251567 3.472094 0.1150 -0.7139 -0.4141 -0.002
H 4.992599 -2.451584 4.326696 0.1356 -0.4141 -0.3837 0.000
C 3.669198 1.910934 -2.209431 -0.5594 -1.2262 0.1493 0.000
C -1.149389 2.785278 1.437245 0.7636 -0.2741 0.7890 0.000
H -0.888449 -0.550153 -2.853138 -0.3634 -0.2425 0.2827 0.000
H 3.930663 -0.379762 1.349662 0.1124 -0.5015 0.2615 -0.001
H -0.195114 2.653281 -4.589732 -0.0955 -0.1068 -0.5286 0.000
H 0.713249 0.128737 -3.036030 0.0893 0.3662 0.3701 0.000
C -2.615967 5.768916 -0.397235 -1.0630 -0.4666 0.4523 0.000
C -1.492860 -6.746352 -0.128644 -0.5374 0.2219 0.8019 0.001
C -0.953263 1.979719 -1.282166 0.4598 -0.4419 -0.3485 -0.003
H -0.464509 5.937166 1.352836 -0.3049 -0.2466 -0.0354 0.000
H -2.894884 2.614355 -3.169859 0.0188 0.2036 0.0408 0.000
H -0.546875 3.718719 -3.233112 0.0586 0.4801 -0.1000 0.000
H -2.379939 1.392044 -4.342314 -0.1734 0.1649 0.1573 0.000



(4)
57
Properties=species:S:1:pos:R:3:forces:R:3:lowdin_charge:R:1 method="wB97M-V/def2-TZVPD" smiles="CCC(C)(C)NC(=O)CN(C(=O)CCC(=O)Nc1nccs1)c1ccc2c(c1)OCO2" e_homo_ev=-8.1 de_lowest_kcal_mol=27.1
H -0.961887 -2.378018 0.443881 0.0922 -0.1030 0.0003 0.114
N 0.421489 0.105231 3.300278 -0.4514 0.6536 -0.1077 0.107
C 2.663192 -1.561897 5.425238 0.2792 0.4139 0.6476 -0.238
C -4.789187 -4.459471 -2.585542 -0.8193 -0.9377 -0.2212 -0.157
H 3.268143 -0.303416 7.115910 0.1442 -0.0189 0.2039 0.056
H -5.339389 -5.017990 -1.811511 0.1682 0.1813 -0.1240 0.140
H 2.893005 2.996090 -2.384778 0.0786 -0.0864 -0.0659 0.071
C -1.621189 -2.940544 -1.969051 -0.2502 -0.0541 -0.1196 0.073
C 2.713719 -0.462887 6.214692 -0.0425 -0.0457 -0.0822 -0.411
H 3.196469 -2.479270 5.592269 0.1422 -0.1224 0.1204 0.105
C 2.765711 3.960177 -1.897869 -0.2183 0.1087 0.0906 -0.093
C -3.745773 -1.071274 -2.149277 -0.2475 -0.3773 -0.0983 0.032
O -0.566822 2.054348 -2.667221 -0.3280 0.3043 -0.2010 0.052
O -5.132757 -3.092747 -2.516801 0.0565 0.4729 0.0575 0.037
C 0.233771 1.321798 -2.119114 0.2993 -0.7129 -0.2490 -0.466
H 2.963646 2.519474 0.446382 0.1641 -0.0246 0.0076 0.083
O -0.790208 0.039137 1.430911 -0.1660 -0.0366 -0.2109 0.092
H 2.025933 3.706097 1.360793 0.0050 0.1022 0.0468 0.092
C -0.427910 3.132157 0.178837 0.1320 -0.0516 -0.0966 -0.025
O 1.830770 -0.974475 -0.431582 0.3377 0.0035 0.1303 0.044
H -2.232524 0.398041 -1.804681 0.0387 0.1338 0.0232 0.113
H -0.452557 3.997818 0.835803 0.0137 0.1493 0.0909 0.084
C -1.398297 -1.565614 -1.811621 -0.5707 -0.1639 -0.0194 -0.223
C 1.288564 -0.322205 4.262667 0.5322 0.3921 1.0106 -0.612
N 1.860272 -1.470763 4.336389 -0.4296 -0.2482 -0.6976 0.045
C -2.439527 -0.653920 -1.910549 0.2701 -0.1057 0.1139 0.014
H -0.755561 2.251787 0.727222 -0.0221 -0.0155 0.0865 0.060
H -4.554787 -0.365395 -2.224489 -0.1141 0.1144 -0.0126 0.123
H 0.637332 4.090837 -2.106288 -0.0587 0.0720 0.0781 0.105
C 0.700754 -1.430862 -0.552221 -0.3188 -0.3162 0.0768 -0.436
H 3.536146 4.073766 -1.139079 0.1462 -0.0095 0.0285 0.064
H 1.636109 1.985399 1.474010 -0.0258 -0.1095 0.1154 0.069
O -3.400084 -4.605840 -2.375538 0.4693 0.1501 0.0932 0.037
C 0.001564 -0.529517 2.146904 0.1995 -0.1473 0.2238 -0.435
H 2.909695 4.739067 -2.643008 0.0887 0.0427 -0.0744 0.070
N -0.078172 -1.098307 -1.603995 0.1354 0.1553 -0.2899 0.018
C 1.969594 2.774583 0.803465 -0.1472 -0.0201 -0.2650 -0.020
C 1.368940 4.073429 -1.297811 0.1611 -0.1755 -0.0338 -0.195
C -2.913896 -3.338924 -2.194971 -0.3542 0.4778 0.0183 -0.191
S 1.704319 0.782986 5.577554 -0.0340 -0.5571 -0.4483 1.029
H -0.814189 -3.651781 -1.922847 0.1417 -0.0916 -0.0052 0.134
H -0.096528 -0.283817 -3.518019 0.0650 0.0757 0.1406 0.139
H 1.282349 5.009045 -0.742439 -0.0771 0.0448 0.0524 0.116
C 0.989972 2.911742 -0.361162 -0.3272 0.3994 0.0229 -0.535
N 1.032858 1.651288 -1.099094 0.3621 0.0994 0.4401 0.137
H 0.507115 -3.375000 0.318194 -0.0357 -0.0114 -0.0291 0.132
C -3.962920 -2.421006 -2.282229 0.5539 -0.2295 0.0609 -0.201
C 0.584057 -1.885135 1.870235 -0.0663 -0.2060 -0.5541 -0.101
H -1.115102 3.296704 -0.645933 -0.0829 0.0532 -0.0408 0.079
H 1.621487 0.918115 -0.719786 -0.0867 -0.0637 -0.1609 0.108
H 1.500762 -0.330775 -2.711023 -0.1200 0.0182 -0.0365 0.134
C 0.432492 -0.137887 -2.575555 0.2065 0.2164 -0.1530 -0.020
H 0.021249 1.026972 3.438900 -0.0131 -0.2185 -0.1749 0.145
C 0.125245 -2.368372 0.494998 0.0628 0.3244 0.3013 -0.079
H 1.672685 -1.806875 1.896584 -0.1341 -0.0750 0.0958 0.119
H -5.055392 -4.858001 -3.577812 0.1184 0.1521 0.1995 0.140
H 0.285250 -2.574100 2.660777 0.0771 0.0235 -0.0058 0.126